[1]
The following is a DFT calculation (ωB97M-V with the def2-TZVPD basis set) of a cluster of 2 separate species, C10H14NSe in total at a distorted geometry.

Element x y z (Å)
C1 0.7766 -1.8628 -1.7053
C2 -0.5133 -2.0102 -1.3418
C3 1.0072 -0.1060 -0.1640
C4 1.5579 -0.8527 -1.1586
C5 -0.3422 -0.1599 0.0150
C6 -1.1631 -1.0737 -0.5563
C7 -2.4801 0.5351 0.7765
C8 2.8797 -0.5261 -1.7255
C9 -0.5188 2.0880 0.8821
C10 -0.6177 0.1677 2.3803
N1 -1.0556 0.7099 1.0255
Se1 -2.8908 -1.1418 0.0792
H1 1.2705 -2.5785 -2.2959
H2 -1.1579 -2.7769 -1.8986
H3 1.6343 0.5490 0.3275
H4 -3.0671 0.8593 1.6441
H5 -2.2858 1.8655 -0.8218
H6 2.5260 0.1589 -2.6097
H7 3.6168 0.0388 -1.2251
H8 3.3460 -1.4939 -2.0012
H9 -0.7793 2.5311 -0.1649
H10 -0.7306 2.7683 1.7259
H11 0.5124 2.1713 0.8010
H12 -1.0309 -0.7870 2.4587
H13 0.4449 0.2014 2.2838
H14 -0.9392 0.7253 3.2692

Output
Energy relative to the best compared isomer or geometry (same formula, charge and spin) (kJ/mol): 395.1
Molar mass (Da): 227.189
Charge: +1
Highest occupied orbital energy (spin up / spin down) (hartree): -0.437 / -0.450

[2]
The following is a DFT calculation (ωB97M-V with the def2-TZVPD basis set) of the molecule C10H14O3S2 at a distorted geometry.

Element x y z (Å)
C1 -1.4196 -2.3808 -0.1242
C2 -0.5046 -2.0035 -0.8045
C3 0.5460 1.4197 -0.0360
C4 1.0274 0.7363 -0.9862
C5 -2.7566 -1.9772 2.0014
C6 1.8358 2.7161 1.6506
C7 -2.4627 -2.8487 0.7842
C8 0.6189 -1.6241 -1.6897
C9 0.7970 1.5495 1.4463
C10 1.6163 -0.6519 -1.1342
O1 0.3942 4.4535 -1.2245
O2 -0.5595 0.7173 -3.1264
O3 1.6260 1.8532 -3.2978
S1 -0.4526 3.2881 -1.2995
S2 0.4635 1.5303 -2.5507
H1 -2.8414 -0.8685 1.6686
H2 -1.7959 -2.0842 2.5773
H3 -3.7247 -2.4854 2.4819
H4 1.8483 3.0190 2.7009
H5 1.6552 3.5130 0.9812
H6 2.6821 2.1447 1.4094
H7 -2.0234 -3.7106 1.0981
H8 -3.2721 -3.0526 0.1023
H9 1.1246 -2.5112 -1.8286
H10 0.2195 -1.3307 -2.6906
H11 -0.1248 1.6467 1.9792
H12 1.1097 0.6054 1.7305
H13 2.5840 -0.6998 -1.7130
H14 1.7893 -0.9634 -0.1061

Output
Energy relative to the best compared isomer or geometry (same formula, charge and spin) (kJ/mol): 438.5
Molar mass (Da): 246.353
Charge: 0
Highest occupied orbital energy (spin up / spin down) (hartree): -0.331 / -0.331